{"formula": "CH11NO4", "method": "the ωB97M-V functional and the def2-TZVPD basis", "elements": ["C", "N", "H", "H", "H", "O", "H", "H", "O", "H", "H", "O", "H", "H", "O", "H", "H"], "positions_angstrom": [[2.09688, 0.11650, -1.10523], [2.35183, 0.62978, 0.07350], [1.88570, -0.95629, -1.07224], [2.19274, 0.55782, -2.10911], [2.60083, 1.58529, 0.07718], [-0.06336, -1.61933, 1.26804], [-0.48591, -1.76711, 2.12747], [-0.79450, -1.67518, 0.64192], [-1.32651, -1.28478, -0.95174], [-1.54861, -1.74003, -1.77614], [-1.51589, -0.30149, -1.10266], [-0.00744, 1.19672, 1.44100], [0.80092, 1.20487, 0.82965], [0.05207, 0.19497, 1.64541], [-2.00458, 1.21834, -0.38284], [-1.34085, 1.25852, 0.38760], [-2.89332, 1.38141, 0.00818]], "atomic_forces_ev_per_a": [[1.11, 0.20, 2.52], [-0.85, -2.25, -2.66], [-0.31, 0.26, -0.19], [-0.07, 0.36, 0.54], [0.53, 1.53, -0.54], [0.01, -0.04, 1.37], [0.30, -0.19, -0.14], [-0.09, 0.07, -0.72], [-0.37, 0.99, -1.19], [0.08, 0.13, 0.34], [-0.07, -1.32, 0.59], [1.42, -1.84, -0.64], [-1.51, 0.14, 1.23], [-0.33, 1.69, -0.41], [-0.31, 0.46, 1.12], [-0.61, 0.05, -0.77], [1.06, -0.23, -0.46]], "max_force_ev_per_a": 3.59, "e_tot_ha": -400.3797, "homo_energy_ev": -10.52, "gap_ev": 11.21, "mol_weight_g_mol": 101.10}



{"formula": "CH11NO5", "method": "the ωB97M-V functional and the def2-TZVPD basis", "elements": ["N", "C", "O", "H", "H", "H", "O", "H", "H", "O", "H", "H", "O", "H", "H", "O", "H", "H"], "positions_angstrom": [[-1.00175, 0.31930, 1.23321], [-1.15265, 1.62052, 0.90509], [-1.09962, 1.99962, -0.25598], [-1.49081, -0.28679, 1.86772], [-0.31732, -0.27580, 0.76112], [-1.05707, 2.40988, 1.65338], [2.18009, -1.61229, 1.85804], [2.75784, -0.84058, 1.71841], [1.51336, -1.43514, 1.18590], [-0.24011, -2.04039, -0.18758], [-0.88805, -1.81248, -0.89872], [0.46524, -2.50032, -0.65295], [1.49428, 1.14492, -0.76820], [2.13666, 1.36227, -1.45677], [1.48050, 1.88978, -0.15869], [-1.56005, -0.24829, -2.03216], [-1.44469, 0.67818, -1.78747], [-1.77587, -0.37237, -2.98434]], "atomic_forces_ev_per_a": [[0.75, -1.65, 0.41], [0.87, 0.46, -1.33], [-0.19, 0.05, 0.21], [-0.29, 0.94, 0.77], [-0.69, 0.63, -0.91], [-0.88, -0.19, 0.76], [0.38, 0.81, -0.34], [-0.07, -0.49, 0.31], [-0.35, -0.32, -0.05], [-0.42, -0.18, -0.61], [0.62, 0.30, 0.65], [0.03, -0.06, 0.03], [0.40, -0.25, -0.06], [-0.15, 0.04, 0.27], [-0.01, 0.09, -0.23], [-0.36, -1.09, -1.03], [0.10, 0.22, -0.05], [0.27, 0.69, 1.19]], "max_force_ev_per_a": 1.85, "e_tot_ha": -475.6410, "homo_energy_ev": -9.99, "gap_ev": 10.52, "mol_weight_g_mol": 117.10}



{"formula": "CH12N2O4", "method": "the ωB97M-V functional and the def2-TZVPD basis", "elements": ["H", "N", "C", "N", "H", "H", "H", "O", "H", "H", "O", "H", "H", "O", "H", "H", "O", "H", "H"], "positions_angstrom": [[-0.52337, -2.23221, -1.70260], [-0.88007, -1.58362, -0.97806], [-2.03550, -1.05159, -1.25755], [-2.55690, -0.12956, -0.25507], [-2.63214, -1.31456, -2.21341], [-1.85688, 0.00471, 0.43105], [-3.12643, 0.62136, -0.62324], [4.70967, 3.61664, -1.44877], [4.44739, 2.78132, -1.80034], [4.26100, 3.57894, -0.53883], [-2.80003, -3.51455, 2.87959], [-2.96572, -2.98481, 2.17851], [-2.09256, -4.02497, 2.58598], [0.14483, 0.09603, 1.41396], [-0.20902, -0.71865, 0.95413], [0.93672, -0.12195, 1.75658], [2.60096, 2.58992, -0.46149], [1.73732, 2.66599, -0.67636], [2.84072, 1.72156, -0.24410]], "atomic_forces_ev_per_a": [[-0.64, 0.49, 0.56], [-1.41, 0.25, -0.88], [0.84, 0.29, 1.12], [-0.34, -2.68, -3.49], [0.70, 0.83, 1.75], [0.33, 0.98, 0.67], [0.32, -0.01, 0.47], [0.05, 0.90, 2.34], [-0.30, -0.73, -0.56], [0.93, 0.33, -2.21], [-0.81, -1.28, 3.81], [-1.13, 2.88, -3.36], [1.94, -1.57, -0.48], [-4.91, 0.09, -2.46], [0.97, 1.01, 0.40], [4.16, -1.25, 1.88], [3.68, 1.44, 0.89], [-4.30, -0.04, -0.90], [-0.10, -1.91, 0.46]], "max_force_ev_per_a": 5.49, "e_tot_ha": -455.7128, "homo_energy_ev": -10.03, "gap_ev": 10.48, "mol_weight_g_mol": 116.12}